*a*
Computed, not measured: 2 unconnected molecules or ions with the total composition C3H10NO2, with ωB97M-V with the def2-TZVPD basis set.

Calculated values
LUMO energy = -3.53 eV
Net charge = +1
Frontier orbital gap = 11.458 eV
E_HOMO = -14.98 eV

Geometry (Å):
O: 1.928 -0.890 1.130
C: 1.208 0.060 1.248
C: -0.164 0.074 0.587
C: -1.235 -0.571 1.439
N: 0.011 -0.767 -0.675
H: 1.492 0.942 1.832
H: -0.458 1.079 0.289
H: -1.050 -1.637 1.576
H: -1.270 -0.191 2.463
H: -2.239 -0.443 1.032
H: 0.686 -1.488 -0.380
H: -0.834 -1.215 -1.036
H: 0.417 -0.177 -1.409
H: 1.291 1.852 -2.860
H: -0.285 1.849 -2.842
O: 0.502 1.526 -2.395

*b*
Computed, not measured: a gas-phase ion, C3H10NO2 (charge +1), with ωB97M-V with the def2-TZVPD basis set.

Calculated values
Structure (SMILES) = C[NH2+]CC(O)O
LUMO energy = -3.12 eV
Net charge = +1
Frontier orbital gap = 12.110 eV
E_HOMO = -15.23 eV

Geometry (Å):
C: 2.096 -0.098 -0.424
N: 0.597 0.165 -0.422
C: -0.136 -0.059 0.805
C: -1.769 -0.022 0.372
O: -1.813 1.160 -0.358
O: -1.947 -1.125 -0.450
H: 2.209 -1.145 -0.748
H: 2.678 0.554 -1.143
H: 2.387 0.044 0.713
H: 0.494 1.156 -0.801
H: 0.169 -0.378 -1.081
H: 0.083 -0.947 1.435
H: -0.001 0.705 1.462
H: -2.353 -0.077 1.298
H: -2.292 1.812 0.085
H: -2.829 -1.572 -0.408

The structure with the greatest stability is *a*.